<P>
Here is an isolated ion of composition C3H7NOS and charge +1 from the Open Molecules 2025 dataset. Energies are from ωB97M-V/def2-TZVPD.

The charge is +1. Its expectation value of S² is 0.758. The spin multiplicity is 2.

Each line ends with the Löwdin charge.
Element x y z (Å)
O (1.887, -1.977, -0.486)  0.149
C (0.683, -1.815, -0.257)  -0.066
C (0.202, -0.506, 0.626)  -0.327
C (0.491, 0.663, -0.401)  -0.456
S (-0.795, 1.917, -0.251)  0.848
N (-1.188, -0.612, 1.007)  0.159
H (-0.027, -2.527, -0.548)  0.131
H (0.938, -0.556, 1.433)  0.158
H (0.613, 0.257, -1.404)  0.087
H (1.439, 1.201, 0.044)  0.151
H (-1.935, 1.316, -0.554)  -0.136
H (-1.521, -0.017, 1.876)  0.198
H (-1.821, -0.303, 0.205)  0.105

***

<Q>
Here is an isolated ion of composition C3H7NOS and charge +1 from the Open Molecules 2025 dataset. Energies are from ωB97M-V/def2-TZVPD.

The charge is +1. Its expectation value of S² is 0.754. The spin multiplicity is 2.

Each line ends with the Löwdin charge.
Element x y z (Å)
C (0.581, 0.447, 0.441)  -0.123
C (-0.524, -0.604, 0.810)  -0.399
S (-1.064, -0.463, 2.600)  1.124
C (1.020, 0.050, -0.911)  -0.566
N (0.305, 0.533, -1.979)  0.195
O (1.942, -0.714, -1.070)  0.123
H (0.113, 1.429, 0.467)  0.126
H (1.421, 0.315, 1.117)  0.135
H (-1.444, -0.650, 0.237)  0.090
H (-0.058, -1.591, 0.741)  0.102
H (-2.255, 0.071, 2.226)  -0.038
H (0.560, 0.233, -2.892)  0.120
H (-0.597, 0.944, -1.786)  0.112

***

<Q> is the most stable structure; the next one sits 0.0709 hartree above it.

***

<P>
Here is a 2-piece molecular cluster, C6H7NO2S overall from the Open Molecules 2025 dataset. Energies are from ωB97M-V/def2-TZVPD.

The charge is 0.

Each line ends with the Löwdin charge.
Element x y z (Å)
C (-1.720, -1.627, 0.637)  -0.376
C (-0.758, -0.706, 0.276)  -0.488
C (0.462, -2.850, -0.021)  -0.307
C (-1.461, -1.887, -2.795)  -0.469
C (-0.900, 0.762, 0.526)  -0.012
C (1.514, -0.493, -0.608)  -0.076
N (0.382, -1.245, -0.136)  -0.225
O (-1.847, -2.926, -3.010)  0.230
O (-1.083, -0.840, -2.547)  0.207
S (-1.121, -3.244, 0.401)  0.899
H (-2.665, -1.530, 1.204)  0.075
H (-1.849, 0.931, 0.816)  0.030
H (-0.025, 1.216, 1.054)  0.103
H (-0.802, 1.217, -0.580)  0.130
H (2.158, -0.942, -1.408)  0.102
H (1.232, 0.439, -0.920)  0.032
H (2.173, -0.515, 0.398)  0.144

***

<Q>
Here is a 2-piece molecular cluster, C6H7NO2S overall from the Open Molecules 2025 dataset. Energies are from ωB97M-V/def2-TZVPD.

The charge is 0.

Each line ends with the Löwdin charge.
Element x y z (Å)
C (2.533, -0.402, -0.897)  -0.126
C (1.263, -0.864, -0.613)  -0.143
C (2.820, 0.880, -0.639)  -0.184
C (0.722, 1.283, 0.331)  -0.178
C (0.404, 0.040, -0.068)  -0.055
C (-2.429, -0.223, 0.809)  -0.704
N (1.979, 1.717, 0.009)  0.062
O (-2.977, 0.463, -0.206)  -0.038
O (-2.625, 0.212, 2.036)  0.073
S (-2.542, -2.040, 0.305)  0.749
H (3.114, -1.160, -1.467)  0.113
H (1.048, -1.849, -1.149)  0.119
H (3.806, 1.302, -0.848)  0.104
H (-0.014, 1.919, 0.633)  0.057
H (-2.522, 0.159, -1.061)  0.141
H (-3.320, 0.879, 2.181)  0.146
H (-1.260, -2.316, 0.644)  -0.135

***

<P> is the most stable structure; the next one sits 0.1186 hartree above it.

***

<P>
Here is a 2-piece molecular cluster, C4H10N2P overall from the Open Molecules 2025 dataset. Energies are from ωB97M-V/def2-TZVPD.

The charge is +1.

Each line ends with the Löwdin charge.
Element x y z (Å)
C (1.730, -0.156, -0.181)  -0.045
C (-0.896, -0.475, 0.810)  -0.222
C (-0.106, -1.689, 0.205)  -0.186
C (-0.439, 0.740, 0.085)  -0.593
N (1.292, -1.371, 0.135)  0.067
N (0.889, 0.848, -0.284)  0.073
P (-1.452, 2.245, -0.152)  0.818
H (2.756, -0.090, -0.568)  0.179
H (-2.008, -0.921, 0.754)  0.169
H (-0.643, -0.518, 1.956)  0.156
H (-0.337, -2.727, 0.739)  0.174
H (-0.562, -1.745, -0.903)  0.154
H (-1.848, 0.362, -1.661)  0.160
H (1.983, -2.032, -0.035)  0.136
H (1.095, 1.743, -0.666)  0.130
H (-0.616, 2.669, -1.155)  -0.120
H (-0.837, 3.116, 0.920)  -0.050

***

<Q>
Here is an isolated ion of composition C4H10N2P and charge +1 from the Open Molecules 2025 dataset. Energies are from ωB97M-V/def2-TZVPD.

As for the SMILES: [PH3]=C1CCNC=[NH+]1. The charge is +1.

Each line ends with the Löwdin charge.
Element x y z (Å)
C (-1.328, -1.398, 0.016)  -0.065
C (-0.055, 1.103, -0.546)  -0.200
C (-1.394, 1.060, 0.324)  -0.089
C (0.690, -0.165, -0.495)  -0.474
N (-2.000, -0.293, 0.348)  0.077
N (-0.015, -1.373, -0.137)  0.026
P (2.320, -0.093, 0.239)  0.928
H (-1.852, -2.267, -0.062)  0.129
H (-0.224, 1.265, -1.535)  0.078
H (0.444, 2.014, -0.212)  0.117
H (-1.098, 1.299, 1.421)  0.161
H (-2.088, 1.697, 0.001)  0.072
H (3.048, -0.278, 1.452)  -0.044
H (-2.957, -0.127, 0.253)  0.133
H (0.589, -2.190, -0.177)  0.153
H (3.002, 0.943, -0.439)  0.007
H (2.918, -1.197, -0.451)  -0.009

***

<Q> is the most stable structure; the next one sits 0.0734 hartree above it.

***

<P>
Here is an isolated ion of composition CH5N4S and charge +1 from the Open Molecules 2025 dataset. Energies are from ωB97M-V/def2-TZVPD.

The charge is +1.

Each line ends with the Löwdin charge.
Element x y z (Å)
C (0.938, 0.756, -0.551)  -0.552
N (2.306, 2.555, 0.489)  0.076
N (1.880, 1.414, -0.164)  -0.006
N (-1.127, -1.724, 0.179)  -0.135
N (-2.375, -1.960, 0.151)  0.068
S (-0.200, -0.209, -1.109)  0.909
H (3.305, 2.740, 0.235)  0.141
H (-0.706, -2.496, -0.348)  0.087
H (-3.030, -1.285, 0.317)  0.099
H (-2.830, -2.478, -0.626)  0.164
H (1.839, 2.685, 1.426)  0.150

***

<Q>
Here is an isolated ion of composition CH5N4S and charge +1 from the Open Molecules 2025 dataset. Energies are from ωB97M-V/def2-TZVPD.

As for the SMILES: N[N+]#S#CNN. The charge is +1.

Each line ends with the Löwdin charge.
Element x y z (Å)
C (-0.596, 0.721, -0.504)  -0.283
N (3.525, -0.331, 0.019)  0.053
N (2.268, -0.470, -0.068)  -0.352
N (-1.410, 0.147, 0.291)  -0.166
N (-2.678, -0.106, -0.153)  0.081
S (1.257, 0.805, -0.315)  0.962
H (4.023, 0.554, -0.081)  0.142
H (-1.230, -0.226, 1.229)  0.176
H (-2.765, 0.062, -1.154)  0.114
H (4.057, -1.162, 0.266)  0.153
H (-3.436, 0.288, 0.392)  0.120

***

<P> is the most stable structure; the next one sits 0.0142 hartree above it.

***

<P>
Here is a 3-piece molecular cluster, C5H15NO2 overall from the Open Molecules 2025 dataset. Energies are from ωB97M-V/def2-TZVPD.

The charge is +1. Its expectation value of S² is 0.756. The spin multiplicity is 2.

Each line ends with the Löwdin charge.
Element x y z (Å)
C (0.116, -1.040, 2.954)  0.003
C (0.645, -0.990, 1.507)  -0.345
C (0.814, 0.573, 1.115)  -0.096
C (1.794, 0.688, -0.022)  -0.167
C (1.523, 1.380, -1.124)  0.071
N (-0.214, -1.651, 0.619)  0.271
H (-0.236, -2.048, 3.168)  0.087
H (0.959, -0.987, 3.640)  0.109
H (-0.722, -0.373, 3.119)  0.103
H (1.625, -1.380, 1.250)  0.147
H (1.154, 1.135, 1.974)  0.133
H (-0.159, 0.918, 0.763)  0.095
H (2.804, 0.369, 0.215)  0.114
H (2.374, 1.542, -1.774)  0.079
H (0.562, 1.767, -1.425)  0.068
H (0.038, -2.590, 0.335)  0.158
H (-1.212, -1.466, 0.687)  0.152
H (-1.932, 0.937, -1.110)  0.004
H (-3.170, 1.369, -0.354)  0.055
O (-2.253, 1.621, -0.516)  -0.045
H (-1.484, -0.663, -2.896)  0.006
H (-1.010, 0.400, -3.904)  0.037
O (-1.120, -0.545, -3.776)  -0.040

***

<Q>
Here is a 2-piece molecular cluster, C5H15NO2 overall from the Open Molecules 2025 dataset. Energies are from ωB97M-V/def2-TZVPD.

The charge is +1. Its expectation value of S² is 0.754. The spin multiplicity is 2.

Each line ends with the Löwdin charge.
Element x y z (Å)
C (-0.209, -1.307, 1.512)  -0.186
N (-1.104, -1.101, 0.418)  0.161
C (-1.453, 0.191, -0.066)  -0.135
C (-1.185, 0.334, -1.577)  -0.119
C (0.288, 0.458, -1.922)  -0.267
O (0.899, 1.681, -1.548)  -0.034
C (1.260, -1.314, 1.057)  -0.030
H (-0.401, -2.255, 2.026)  0.146
H (-0.387, -0.640, 2.360)  0.143
H (-1.048, -1.846, -0.281)  0.187
H (-1.067, 0.975, 0.589)  0.128
H (-2.546, 0.331, 0.035)  0.172
H (-1.633, 1.282, -1.896)  0.141
H (-1.643, -0.495, -2.121)  0.132
H (0.872, -0.398, -1.531)  0.101
H (0.492, 0.313, -2.984)  0.133
H (0.450, 2.027, -0.766)  0.059
H (1.498, -2.193, 0.453)  0.098
H (1.882, -1.393, 1.944)  0.109
H (1.516, -0.482, 0.424)  0.051
H (0.903, 1.216, 1.159)  -0.028
H (1.689, 2.526, 1.158)  0.069
O (0.928, 2.089, 1.557)  -0.031

***

<Q> is the most stable structure; the next one sits 0.0319 hartree above it.

***

<P>
Here is a 2-piece molecular cluster, C3H10S overall from the Open Molecules 2025 dataset. Energies are from ωB97M-V/def2-TZVPD.

As for the SMILES: CCC.S. The charge is 0.

Each line ends with the Löwdin charge.
Element x y z (Å)
S (0.332, -1.086, -2.222)  0.473
H (-0.588, -1.949, -2.672)  -0.223
H (0.414, -1.721, -1.047)  -0.234
C (0.746, 1.679, 1.286)  -0.108
C (0.112, 0.324, 1.645)  -0.311
C (-1.414, 0.369, 1.622)  -0.133
H (1.147, 1.633, 0.285)  0.057
H (1.565, 1.912, 1.940)  0.057
H (0.029, 2.497, 1.337)  0.069
H (0.420, 0.053, 2.655)  0.094
H (0.436, -0.479, 0.984)  0.063
H (-1.857, -0.586, 1.931)  0.068
H (-1.778, 1.081, 2.346)  0.063
H (-1.824, 0.582, 0.640)  0.067

***

<Q>
Here is a 2-piece molecular cluster, C3H10S overall from the Open Molecules 2025 dataset. Energies are from ωB97M-V/def2-TZVPD.

As for the SMILES: CCC.S. The charge is 0.

Each line ends with the Löwdin charge.
Element x y z (Å)
S (-5.357, 2.729, 0.794)  0.446
H (-4.444, 1.826, 1.188)  -0.230
H (-6.454, 2.094, 1.279)  -0.216
C (2.495, -0.491, -1.094)  -0.126
C (1.245, -1.122, -0.466)  -0.313
C (0.587, -0.250, 0.648)  -0.119
H (3.320, -1.206, -1.184)  0.063
H (2.862, 0.364, -0.532)  0.065
H (2.316, -0.283, -2.151)  0.063
H (1.539, -2.049, 0.029)  0.088
H (0.495, -1.368, -1.219)  0.090
H (-0.439, -0.575, 0.792)  0.059
H (1.228, -0.482, 1.499)  0.067
H (0.608, 0.813, 0.418)  0.063

***

<P> is the most stable structure; the next one sits 0.0087 hartree above it.

***

<P>
Here is C8H13N2 as an isolated structure from the Open Molecules 2025 dataset. Energies are from ωB97M-V/def2-TZVPD.

The charge is +1.

Each line ends with the Löwdin charge.
Element x y z (Å)
C (-1.574, 0.564, 0.806)  -0.034
C (-1.168, -0.421, 1.637)  -0.080
C (-1.779, 0.799, 2.272)  0.035
C (-0.490, -1.156, -0.229)  -0.081
C (1.117, -0.240, 1.199)  -0.137
C (-0.724, 0.458, -0.432)  -0.357
C (2.375, -0.678, 0.551)  -0.030
C (-1.234, 0.893, -1.825)  0.006
N (0.010, -1.132, 1.118)  -0.001
N (0.656, 0.941, -0.144)  0.169
H (-1.190, 1.583, 2.692)  0.085
H (-2.784, 0.676, 2.725)  0.117
H (-1.355, -1.762, -0.229)  0.128
H (0.102, -1.733, -0.889)  0.121
H (1.178, 0.220, 2.120)  0.134
H (2.094, -1.147, -0.337)  0.062
H (2.839, -1.458, 1.187)  0.125
H (3.045, 0.199, 0.423)  0.120
H (-0.458, 0.877, -2.618)  0.097
H (-1.469, 1.921, -1.689)  0.070
H (-2.121, 0.234, -2.084)  0.124
H (0.622, 1.879, 0.173)  0.145
H (1.481, 0.693, -0.795)  0.181

***

<Q>
Here is a 2-piece molecular cluster, C8H13N2 overall from the Open Molecules 2025 dataset. Energies are from ωB97M-V/def2-TZVPD.

The charge is +1.

Each line ends with the Löwdin charge.
Element x y z (Å)
C (2.643, -1.993, -0.333)  0.169
C (2.354, -0.779, -0.651)  -0.057
C (1.260, -1.679, -0.234)  -0.342
C (-1.719, 0.373, 0.749)  -0.158
C (-1.339, 0.330, -0.689)  0.064
C (3.123, 1.183, 0.672)  -0.076
C (-3.865, -0.197, -0.236)  -0.011
C (2.341, 0.672, -0.544)  -0.202
N (0.105, -1.672, -0.004)  0.251
N (-2.481, -0.544, -0.099)  -0.113
H (3.336, -2.762, -0.133)  0.122
H (-1.018, 0.193, 1.584)  0.123
H (-2.298, 1.225, 1.153)  0.130
H (-1.632, 1.183, -1.261)  0.092
H (2.667, 1.328, 1.675)  0.083
H (3.396, 2.241, 0.283)  0.106
H (4.130, 0.592, 0.828)  0.120
H (-3.884, 0.805, -0.495)  0.074
H (-4.395, -0.661, -1.038)  0.100
H (-4.371, -0.369, 0.771)  0.146
H (2.547, 1.044, -1.532)  0.122
H (1.246, 0.974, -0.470)  0.117
H (-2.145, -1.488, 0.005)  0.138

***

<P> is the most stable structure; the next one sits 0.0976 hartree above it.

***

<P>
Here is a 2-piece molecular cluster, C3H5BrS overall from the Open Molecules 2025 dataset. Energies are from ωB97M-V/def2-TZVPD.

As for the SMILES: S=CBr.C=C. The charge is 0.

Each line ends with the Löwdin charge.
Element x y z (Å)
C (0.808, -0.181, -0.391)  -0.186
C (-0.456, -0.174, -0.596)  -0.114
C (0.210, -0.311, 1.884)  -1.111
S (-0.463, -1.654, 2.170)  0.737
Br (2.150, 0.252, 2.475)  0.448
H (1.389, -1.026, -0.124)  0.057
H (1.214, 0.775, -0.456)  0.054
H (-0.814, 0.811, -0.903)  0.083
H (-1.117, -1.013, -0.714)  0.067
H (-0.146, 0.609, 1.563)  -0.034

***

<Q>
Here is one molecule with the formula C3H5BrS from the Open Molecules 2025 dataset. Energies are from ωB97M-V/def2-TZVPD.

As for the SMILES: S=CCCBr. The charge is 0.

Each line ends with the Löwdin charge.
Element x y z (Å)
C (1.417, 0.133, 0.083)  -0.694
C (0.072, -0.301, 0.545)  -0.365
C (-0.987, 0.266, -0.427)  -0.622
S (2.604, -0.948, -0.171)  0.685
Br (-2.809, -0.289, -0.047)  0.607
H (1.720, 1.230, -0.197)  0.093
H (0.159, -1.348, 0.623)  0.060
H (-0.150, 0.080, 1.652)  0.161
H (-1.221, 1.261, -0.610)  0.012
H (-0.805, -0.086, -1.449)  0.064

***

<Q> is the most stable structure; the next one sits 0.0635 hartree above it.